No. 1
{"formula": "C45H57F35I2N2O12PS2", "method": "the ωB97M-V functional and the def2-TZVPD basis", "e_tot_ev": -217403.686, "mol_weight_g_mol": 1831.8, "charge": 1, "symbols": ["I", "I", "S", "S", "P", "F", "F", "F", "F", "F", "F", "F", "F", "F", "F", "F", "F", "F", "F", "F", "F", "F", "F", "F", "F", "F", "F", "F", "F", "F", "F", "F", "F", "F", "F", "F", "F", "F", "F", "F", "O", "O", "O", "O", "O", "O", "O", "O", "O", "O", "O", "O", "N", "N", "C", "C", "C", "C", "C", "C", "C", "C", "C", "C", "C", "C", "C", "C", "C", "C", "C", "C", "C", "C", "C", "C", "C", "C", "C", "C", "C", "C", "C", "C", "C", "C", "C", "C", "C", "C", "C", "C", "C", "C", "C", "C", "C", "C", "C", "H", "H", "H", "H", "H", "H", "H", "H", "H", "H", "H", "H", "H", "H", "H", "H", "H", "H", "H", "H", "H", "H", "H", "H", "H", "H", "H", "H", "H", "H", "H", "H", "H", "H", "H", "H", "H", "H", "H", "H", "H", "H", "H", "H", "H", "H", "H", "H", "H", "H", "H", "H", "H", "H", "H", "H", "H"], "xyz": [[1.846, 4.777, -3.176], [4.185, 2.704, -2.137], [1.546, 0.427, -2.454], [-0.448, -3.167, 1.003], [1.106, -2.630, 1.957], [-0.379, -1.143, -1.353], [-6.093, 6.389, -1.068], [-2.435, 4.916, 0.168], [-5.110, -9.102, -0.489], [5.465, -8.512, 0.893], [5.885, -3.964, 1.248], [-7.506, -8.184, -1.236], [0.210, -1.550, -3.437], [4.706, -9.250, 2.792], [-6.772, 3.606, -0.907], [-2.337, 8.176, -2.623], [-2.775, 9.784, -0.509], [-8.011, 3.946, -2.660], [-3.946, -5.163, -0.898], [-0.262, 8.521, -0.748], [-1.035, 0.216, -2.953], [-5.814, -6.983, -1.952], [1.148, 8.002, -2.341], [7.274, -5.294, 2.299], [-4.099, 11.390, -1.196], [7.934, -8.030, 2.270], [-8.193, 5.861, -0.726], [7.954, -4.723, -0.221], [-3.609, -3.479, 0.460], [-1.061, 6.441, -2.251], [7.374, -6.833, -0.080], [7.220, -10.100, 2.138], [-2.400, 10.798, -3.176], [-6.274, -2.969, 0.506], [-4.602, 4.642, 0.347], [-5.691, -4.872, 1.384], [-2.398, 3.790, -2.233], [-4.697, -7.263, 0.627], [-3.608, 5.624, -2.137], [-1.946, 12.703, -2.234], [0.798, -2.518, 3.535], [3.915, 1.089, 0.647], [2.630, -0.462, -2.766], [-5.855, 4.257, -2.855], [1.252, 1.523, -3.323], [2.378, -3.622, 1.907], [5.194, -1.285, -0.226], [-0.627, 11.011, -1.809], [2.257, -1.902, -0.501], [5.320, -7.154, 2.678], [2.146, -4.983, -1.658], [-6.715, -4.796, -0.619], [0.711, -0.247, 0.965], [3.142, 0.325, -0.234], [6.986, -8.892, 2.686], [-2.831, 11.086, -0.851], [-7.188, 5.838, -1.626], [-1.920, 11.364, -2.056], [-1.921, 1.375, 2.043], [-4.457, -4.002, -0.453], [-5.820, -4.218, 0.219], [4.271, -1.561, 0.815], [-0.488, 1.678, -0.004], [1.373, 2.870, 4.899], [-4.688, 3.551, -2.512], [2.382, 2.617, -0.968], [-1.097, 7.684, -2.790], [-4.044, 0.249, 1.977], [-6.913, 4.375, -2.002], [-3.498, 4.189, -0.268], [0.880, 1.059, 0.382], [6.503, -1.074, 0.304], [2.293, 1.860, 4.200], [2.445, -0.300, 2.865], [6.322, -5.272, 1.354], [1.531, 0.649, 3.652], [1.937, 1.118, -0.758], [1.857, -0.924, 1.552], [0.243, -6.329, -0.932], [2.078, -3.654, -2.137], [-5.678, -8.056, 0.145], [-2.713, 0.458, -0.022], [1.281, 3.612, -1.477], [5.601, -8.415, 2.224], [-6.544, -7.292, -0.862], [-0.070, 8.573, -2.082], [2.888, -1.083, 0.408], [1.095, -5.831, -2.100], [0.927, 4.608, -0.357], [-3.585, 4.329, -1.788], [6.920, -5.572, -0.025], [-0.052, -0.600, -2.513], [0.050, 10.027, -2.555], [-3.866, 0.023, 0.620], [3.033, -2.830, -1.295], [-1.715, 1.129, 0.684], [-7.302, -6.056, -0.363], [5.099, -6.078, 1.803], [-3.068, 0.932, 2.690], [0.736, 1.038, 3.025], [-4.243, 3.287, -3.471], [7.222, -1.128, -0.509], [0.342, 2.758, 4.561], [4.262, -2.619, 1.048], [1.103, 10.266, -2.413], [2.323, -4.271, 2.618], [4.528, -5.366, 2.398], [-4.565, -3.312, -1.293], [-0.156, 10.109, -3.623], [-7.472, 6.403, -2.515], [-0.450, 2.737, 0.252], [-7.591, -6.166, 0.683], [3.564, -3.528, -0.652], [3.076, 1.531, 4.883], [6.549, -0.079, 0.756], [1.031, 4.136, 0.627], [-0.076, -0.242, 1.600], [-2.591, 0.274, -1.080], [1.064, -3.268, -2.000], [3.750, -2.286, -1.899], [3.294, 1.474, 1.284], [0.665, -6.008, 0.017], [-0.656, 1.663, -1.080], [1.563, -2.527, 4.120], [7.009, -8.966, 3.775], [-0.111, 4.928, -0.438], [0.183, -7.417, -0.932], [2.642, 3.010, 0.009], [2.344, -3.605, -3.195], [3.393, 0.203, 2.694], [-8.218, -6.045, -0.950], [-4.913, 2.618, -1.992], [-0.873, 7.609, -3.858], [-6.289, -8.427, 0.972], [6.737, -1.830, 1.049], [1.532, -6.673, -2.639], [0.395, 3.121, -1.849], [-3.332, 3.140, -0.004], [-1.185, 1.938, 2.603], [-4.943, -0.100, 2.462], [1.378, 2.748, 5.980], [-2.520, 11.700, -0.004], [1.669, 3.896, 4.686], [4.478, -6.357, 0.949], [-3.206, 1.130, 3.742], [1.061, 0.129, 4.486], [2.731, -1.112, 3.533], [-4.618, -0.500, 0.045], [1.319, 1.763, 1.122], [-0.781, -5.961, -0.985], [4.628, -1.054, 1.713], [1.581, 5.475, -0.362], [0.468, -5.307, -2.827], [2.786, 2.371, 3.362], [3.778, 0.158, -1.038], [6.173, -5.411, -0.808]]}


No. 2
{"formula": "C45H57IN7OP3Ti", "method": "the ωB97M-V functional and the def2-TZVPD basis", "relative_energy_kcal_mol": 90.26, "e_tot_ev": -119129.329, "multiplicity": 2, "mol_weight_g_mol": 979.7, "charge": 3, "symbols": ["I", "Ti", "P", "P", "P", "O", "N", "N", "N", "N", "N", "N", "N", "C", "C", "C", "C", "C", "C", "C", "C", "C", "C", "C", "C", "C", "C", "C", "C", "C", "C", "C", "C", "C", "C", "C", "C", "C", "C", "C", "C", "C", "C", "C", "C", "C", "C", "C", "C", "C", "C", "C", "C", "C", "C", "C", "C", "C", "H", "H", "H", "H", "H", "H", "H", "H", "H", "H", "H", "H", "H", "H", "H", "H", "H", "H", "H", "H", "H", "H", "H", "H", "H", "H", "H", "H", "H", "H", "H", "H", "H", "H", "H", "H", "H", "H", "H", "H", "H", "H", "H", "H", "H", "H", "H", "H", "H", "H", "H", "H", "H", "H", "H", "H", "H"], "xyz": [[1.073, -3.032, -5.609], [0.457, -0.704, -0.144], [-2.948, 1.110, 0.132], [2.734, -1.399, 1.142], [0.098, 2.073, -0.910], [1.436, -1.311, -1.789], [-2.506, -5.471, -1.962], [-0.660, -1.313, 1.645], [-2.142, -3.322, -2.641], [-1.260, -1.783, -1.016], [-1.628, -1.150, -3.183], [2.295, -0.552, -3.707], [-1.957, -3.944, -0.342], [-5.522, -1.506, -1.603], [4.537, 0.506, 0.561], [1.272, 3.449, -4.652], [2.444, 4.167, -4.323], [-0.819, -0.711, 2.858], [4.520, -1.021, 0.539], [3.675, -4.068, 1.858], [0.635, 2.691, -3.684], [-3.756, 1.481, 1.708], [1.206, 3.050, 1.389], [1.813, -1.562, -2.981], [1.074, 2.672, -2.332], [2.192, -3.898, -0.252], [-4.839, 1.198, -2.008], [4.897, -1.585, -0.815], [-2.556, 2.806, -0.475], [0.709, 5.757, 0.951], [-1.336, -2.450, 1.337], [-4.977, 2.582, 3.960], [-1.421, -1.447, 3.832], [2.345, 3.233, -2.098], [1.173, 5.342, 2.217], [2.431, 0.197, 3.548], [0.646, 3.452, 0.202], [-1.915, -2.747, 3.618], [2.513, -3.311, 1.164], [-3.650, 2.888, 3.687], [4.342, -1.351, 3.735], [-5.876, 0.599, -2.730], [1.366, 4.001, 2.418], [-4.265, 0.454, -0.949], [0.543, 4.821, -0.093], [-1.879, -3.269, 2.306], [-2.171, -4.210, -1.662], [-1.757, -2.128, -2.247], [2.957, -1.119, 3.000], [-6.226, -0.771, -2.553], [-1.541, 2.709, -1.559], [-4.618, -0.898, -0.749], [-1.448, -2.748, -0.103], [1.731, -2.900, -3.553], [-5.691, 1.704, 3.126], [-3.022, 2.283, 2.635], [2.944, 4.078, -3.049], [-5.072, 1.185, 2.016], [1.189, -3.600, -0.628], [5.885, -1.193, -1.028], [-1.953, 2.433, 2.458], [-2.134, -3.410, 4.420], [3.910, 4.469, -2.792], [4.150, -1.450, 4.823], [3.724, 0.848, -0.096], [2.776, 3.137, -1.178], [-0.524, 0.321, 2.957], [0.603, 6.817, 0.739], [-0.272, 2.183, -3.930], [-4.174, -1.444, 0.095], [3.561, -4.256, 2.967], [-2.218, -4.246, 2.032], [-1.416, 3.721, -1.970], [1.045, -3.563, -3.039], [-2.314, -6.150, -1.261], [-5.410, 2.983, 4.861], [-6.981, -1.254, -3.160], [1.629, -3.402, 1.823], [1.409, 0.487, 3.180], [2.054, -4.953, -0.070], [4.877, -2.337, 3.482], [5.258, -1.402, 1.274], [-4.448, 2.139, -2.230], [-2.647, -5.735, -2.918], [-2.259, 3.410, 0.402], [-3.508, 3.209, -0.859], [5.527, 0.920, 0.321], [1.317, 5.974, 3.075], [4.250, 0.866, 1.508], [1.641, 2.011, 1.363], [2.379, -0.730, -4.722], [-1.706, -1.412, -4.165], [3.048, -3.820, -0.978], [5.072, -2.679, -0.835], [5.056, -0.513, 3.533], [-6.771, 1.594, 3.313], [2.956, 4.813, -5.039], [-1.186, -0.289, -2.918], [-1.515, -0.967, 4.782], [2.434, 0.302, 4.619], [0.351, 5.107, -1.094], [2.287, 0.409, -3.380], [-6.423, 1.236, -3.425], [-5.697, -2.556, -1.449], [-3.164, 3.584, 4.346], [4.237, -1.263, -1.569], [-1.863, 2.018, -2.358], [2.759, -3.288, -3.640], [2.369, -1.967, 3.344], [4.708, -3.538, 1.630], [3.036, 1.002, 3.158], [3.676, -5.073, 1.391], [1.604, 3.656, 3.414], [-5.662, 0.626, 1.286], [0.869, 3.408, -5.679]]}


No. 3
{"formula": "C45H58BBrLaN10OSSi", "method": "the ωB97M-V functional and the def2-TZVPD basis", "e_tot_ev": -154854.941, "mol_weight_g_mol": 1044.8, "charge": -1, "symbols": ["La", "Br", "S", "Si", "O", "N", "N", "N", "N", "N", "N", "N", "N", "N", "N", "C", "C", "C", "C", "C", "C", "C", "C", "C", "C", "C", "C", "C", "C", "C", "C", "C", "C", "C", "C", "C", "C", "C", "C", "C", "C", "C", "C", "C", "C", "C", "C", "C", "C", "C", "C", "C", "C", "C", "C", "C", "C", "C", "C", "C", "B", "H", "H", "H", "H", "H", "H", "H", "H", "H", "H", "H", "H", "H", "H", "H", "H", "H", "H", "H", "H", "H", "H", "H", "H", "H", "H", "H", "H", "H", "H", "H", "H", "H", "H", "H", "H", "H", "H", "H", "H", "H", "H", "H", "H", "H", "H", "H", "H", "H", "H", "H", "H", "H", "H", "H", "H", "H", "H"], "xyz": [[0.203, 0.266, 0.147], [-3.626, -1.017, 7.897], [4.988, 1.645, -0.907], [-1.853, 2.978, 4.483], [0.231, -1.997, 1.022], [2.026, -4.333, 5.679], [1.663, -0.044, -2.789], [-0.124, 2.578, -1.374], [1.242, -0.338, 2.929], [2.485, 0.920, 0.059], [1.538, -3.994, 6.776], [-1.359, -0.028, -1.997], [1.243, -1.133, -2.084], [-0.797, 0.492, -3.117], [0.711, 2.374, -2.428], [2.218, 3.726, -3.941], [2.828, -0.323, -3.416], [1.627, 0.462, 3.891], [1.732, -3.660, 4.501], [0.427, -3.147, 6.912], [-2.862, -0.070, -3.645], [-2.271, 3.789, 0.189], [-1.007, 1.344, 2.042], [-2.980, -1.221, 0.047], [1.631, -2.238, 4.383], [0.279, -2.393, 8.078], [-0.670, -3.244, 6.040], [1.547, -4.430, 3.360], [-1.359, 5.989, -0.509], [-3.954, -2.402, -1.923], [-2.867, 4.539, 4.092], [2.073, -0.004, 5.137], [2.092, -1.351, 5.376], [-0.978, 4.566, -0.086], [-2.598, -0.377, -2.300], [-3.570, -1.029, -1.351], [1.966, -3.543, -1.870], [2.883, -3.769, -0.662], [-2.898, 2.026, 5.742], [-1.397, 1.974, 3.020], [-4.825, -0.149, -1.249], [3.545, 1.215, -0.362], [-1.868, -2.621, 6.327], [-0.076, 4.646, 1.155], [1.222, -1.668, 3.153], [-0.275, 3.567, 5.355], [0.502, -3.836, -1.539], [1.213, 3.549, -2.856], [3.624, 0.627, -4.241], [2.118, -2.109, -2.320], [-0.911, -1.749, 8.362], [-1.444, 1.010, -5.500], [-1.973, -1.866, 7.483], [-0.174, 3.896, -1.169], [2.404, -4.473, -3.010], [0.673, 4.547, -2.074], [0.784, -2.512, 2.058], [1.026, -3.888, 2.197], [-1.692, 0.487, -4.124], [3.158, -1.627, -3.130], [0.653, 1.047, -3.226], [2.419, 0.698, 5.884], [2.221, -5.512, -2.730], [0.375, -4.883, -1.248], [4.394, 0.070, -4.772], [0.781, -4.527, 1.360], [3.188, 3.345, -3.623], [-2.779, -0.258, 0.526], [-4.678, -2.898, -1.273], [1.925, 3.205, -4.853], [1.617, 1.522, 3.664], [-3.279, 4.956, 5.014], [-0.593, 5.144, 1.976], [1.112, -2.323, 8.766], [-0.498, 4.282, 6.149], [-1.899, 5.983, -1.457], [-0.589, -3.855, 5.151], [-1.176, 2.067, -5.472], [4.032, -2.153, -3.475], [-2.721, 4.115, 1.127], [-3.692, -1.761, 0.673], [0.869, 1.298, -4.375], [-5.303, -0.033, -2.222], [-5.548, -0.597, -0.564], [-2.349, 0.896, -6.095], [-4.397, -2.303, -2.915], [-3.114, 2.652, 6.611], [1.716, -5.497, 3.437], [-0.636, 0.466, -5.990], [2.318, 4.788, -4.156], [-1.015, -1.160, 9.263], [0.404, 4.054, 4.651], [-2.707, -2.711, 5.651], [-2.261, 5.317, 3.626], [-2.056, -1.803, 0.007], [-3.068, -3.033, -2.006], [2.496, -1.746, 6.299], [-0.122, -3.633, -2.413], [3.003, 1.155, -4.964], [-0.482, 6.630, -0.609], [0.259, 2.727, 5.804], [2.601, -3.107, 0.155], [-3.853, 1.716, 5.314], [0.828, 5.212, 0.919], [3.468, -4.365, -3.226], [-3.702, 4.324, 3.424], [3.918, -3.548, -0.930], [1.845, -4.258, -3.923], [0.208, 3.650, 1.487], [2.828, -4.804, -0.314], [-4.559, 0.842, -0.878], [0.868, 5.601, -2.168], [0.166, -3.202, -0.727], [4.115, 1.357, -3.597], [-2.078, 2.725, 0.262], [-2.390, 1.128, 6.098], [-2.979, 3.961, -0.625], [-3.774, -0.225, -4.196], [-2.009, 6.429, 0.251]]}